Record 1
Density functional theory data (wB97M-V/def2-TZVPD) for a molecular structure, C16H29IMgO2Se2Si2Te3.

XYZ file:
```
56
Properties=species:S:1:pos:R:3:forces:R:3:mulliken_charge:R:1
Mg -0.57672 -0.35048 0.09584 -0.49 -0.14 0.77 0.62
Se 0.44014 -0.62848 2.60427 -0.08 0.02 -0.24 -0.53
Te -1.77535 -1.32208 3.53182 0.00 -0.07 0.06 -0.23
Te -2.09947 -3.60366 2.12368 0.00 -0.02 -0.03 -0.20
Se -2.44343 -2.60936 -0.14761 0.23 0.39 0.05 -0.52
C -3.69223 3.32516 -1.51319 -0.03 0.13 -0.01 -1.15
Si -2.61706 1.75334 -1.55608 -0.22 0.11 0.17 0.40
C -3.88716 0.36887 -1.59130 -0.06 -0.12 -0.06 -1.08
C -1.77262 1.77795 -3.23658 0.15 -0.09 -0.09 -0.93
C -1.44499 1.64341 -0.14563 0.11 -0.06 -0.38 -0.34
Si -0.08295 2.87297 -0.18508 0.05 0.17 0.09 0.46
C 1.06479 2.66788 -1.67178 0.00 -0.14 -0.12 -0.70
C 0.99893 2.84693 1.35308 0.07 -0.06 0.11 -0.84
C -0.66575 4.68532 -0.26867 -0.07 0.12 -0.04 -1.26
H -4.46305 3.30048 -2.29408 0.05 -0.02 0.06 0.30
H -3.08836 4.22503 -1.66454 -0.09 -0.05 0.03 0.29
H -4.19507 3.42339 -0.54348 0.03 -0.01 -0.08 0.28
H -4.71129 0.61075 -2.27427 0.07 0.01 0.02 0.31
H -4.30501 0.18261 -0.59809 0.03 -0.01 -0.04 0.34
H -3.44028 -0.57317 -1.92215 -0.06 0.03 0.03 0.23
H -2.50888 1.62722 -4.03486 0.02 0.03 0.06 0.39
H -1.01684 0.98750 -3.31822 -0.06 0.08 -0.02 0.19
H -1.27277 2.73548 -3.41166 -0.02 -0.05 -0.03 0.26
H -2.01394 1.76570 0.78876 0.02 -0.06 0.01 0.42
H 1.08900 1.62507 -2.00909 0.05 0.10 0.02 0.03
H 2.08742 2.95915 -1.40852 -0.06 0.01 -0.01 0.35
H 0.74066 3.28174 -2.51857 0.04 -0.03 0.05 0.34
H 1.55384 1.90826 1.43040 -0.01 0.07 0.03 0.07
H 0.40332 2.94552 2.26648 0.04 -0.03 -0.05 0.28
H 1.72283 3.67089 1.31924 -0.05 -0.04 -0.02 0.28
H -1.10738 4.91664 -1.24414 0.05 0.01 0.08 0.30
H 0.17699 5.37036 -0.11025 -0.05 -0.06 -0.01 0.30
H -1.42341 4.89283 0.49667 0.07 -0.01 -0.06 0.31
I 1.20367 -7.89889 -1.98432 -0.02 0.07 0.00 -0.03
C 1.03894 -5.79908 -2.01664 0.03 -0.09 -0.01 0.03
C 1.09113 -5.14551 -3.23899 -0.03 0.08 0.07 -0.53
C 1.00452 -3.75957 -3.25067 0.00 -0.08 -0.02 -0.33
C 0.88037 -3.04581 -2.06613 0.11 -0.01 0.01 0.19
C 0.81949 -3.72675 -0.85722 0.05 -0.05 0.06 0.09
C 0.89736 -5.11361 -0.82184 -0.01 0.06 -0.08 -0.78
C 0.82205 -1.53319 -2.12076 0.19 0.20 0.43 -0.11
O 0.73138 -0.97598 -3.20335 -0.06 0.03 -0.02 -0.77
O 0.91847 -0.93392 -0.96418 -0.10 -0.45 -0.83 -0.59
H 1.19580 -5.70228 -4.16028 0.00 -0.01 0.00 0.35
H 1.03136 -3.20826 -4.18220 0.01 0.00 0.03 0.44
H 0.70593 -3.17399 0.06679 -0.01 0.00 -0.01 0.52
H 0.83362 -5.63664 0.12242 0.00 0.00 0.00 0.43
C 5.71035 0.17393 -0.12225 0.08 0.04 -0.01 -1.17
Te 3.62825 -0.14089 -0.60566 0.25 0.06 0.10 0.48
C 3.53455 -1.90788 0.58847 -0.13 -0.03 0.01 -0.81
H 6.34327 -0.60893 -0.54258 -0.06 0.03 0.01 0.31
H 5.84272 0.20722 0.96040 -0.03 0.01 -0.06 0.34
H 6.01714 1.13569 -0.54070 -0.03 -0.07 0.02 0.29
H 4.41451 -1.93747 1.23119 -0.03 0.04 -0.03 0.44
H 3.50140 -2.78903 -0.04655 0.03 -0.01 0.00 0.24
H 2.63168 -1.85668 1.19568 0.06 -0.03 -0.02 0.00
```
Positions in Å, forces in eV/Å.

Computed properties:
E   -7461.54296 a.u.
Total charge   -2
Orbital gap   5.0 eV
E_HOMO   -1.5 eV
E_LUMO   0.1266 hartree
Relative energy (zero: lowest compared OMol25 entry of this formula, charge and spin)   0.0 kJ/mol



Record 2
Density functional theory data (wB97M-V/def2-TZVPD) for a single C23H25FN4O5S molecule.

XYZ file:
```
59
Properties=species:S:1:pos:R:3:forces:R:3:mulliken_charge:R:1
O -2.93033 -0.35751 -2.60924 0.14 -0.11 -0.34 -0.71
C -3.27674 -0.75891 -1.51254 0.10 -0.39 0.06 1.18
N -4.01860 -0.01046 -0.67685 -0.18 0.36 0.10 0.13
C -4.39922 -0.30823 0.68473 -0.04 -0.07 0.24 -0.42
H -5.49451 -0.32668 0.73420 0.06 -0.07 0.05 0.39
C -3.84940 0.79207 1.63767 -0.10 -0.15 0.32 -1.09
N -3.47159 1.98809 0.91476 -0.21 0.04 0.27 -0.02
C -2.16116 2.26417 0.53755 0.42 0.06 0.01 0.38
C -1.05986 1.41590 0.69317 0.06 0.06 -0.06 1.05
C 0.22389 1.76204 0.32026 -0.14 0.04 0.03 -0.50
C 0.46955 3.00294 -0.23280 0.01 -0.06 0.05 -0.24
C -0.58721 3.88541 -0.38189 0.03 0.04 -0.09 -1.09
C -1.86253 3.52484 -0.00242 0.03 -0.09 -0.01 -0.61
H -2.65571 4.24706 -0.11007 -0.10 0.05 0.03 0.39
H -0.41894 4.86835 -0.79495 0.01 0.09 -0.04 0.38
H 1.46810 3.27046 -0.53684 0.14 0.04 -0.04 0.39
H 1.01429 1.04020 0.45370 0.09 -0.13 0.02 0.29
F -1.20305 0.16882 1.22532 -0.15 0.12 0.02 -0.29
C -4.52264 2.30385 -0.03026 -0.01 -0.10 -0.19 -0.92
H -4.40746 3.30427 -0.44112 -0.11 -0.05 0.03 0.32
C -4.50506 1.27137 -1.16898 0.06 0.22 -0.26 -0.84
H -5.50787 1.14413 -1.59376 0.05 0.05 -0.05 0.38
H -3.82809 1.58530 -1.96688 -0.16 -0.01 0.12 0.49
H -5.47078 2.26989 0.51272 0.04 0.07 -0.01 0.38
H -3.02000 0.41951 2.22946 -0.08 0.05 -0.06 0.41
H -4.64208 1.07784 2.33959 0.04 -0.09 -0.05 0.43
H -4.02766 -1.27969 1.00004 -0.08 -0.02 -0.04 0.26
C -2.91314 -2.19040 -1.08459 -0.17 -0.01 -0.23 -1.63
N -1.76669 -2.25328 -0.21952 0.18 -0.11 0.28 0.29
C -0.47287 -1.90230 -0.52842 0.72 -0.01 0.28 0.66
C 0.09881 -1.32962 -1.65067 -0.11 -0.11 0.15 -0.97
C 1.45725 -1.06048 -1.58593 0.15 -0.04 -0.03 -0.81
C 2.19172 -1.36194 -0.45062 0.56 0.10 -0.07 -0.25
C 1.63297 -1.94281 0.67774 -0.36 -0.24 0.32 -0.79
C 0.28298 -2.20590 0.61544 0.25 0.46 -1.08 0.91
O -0.54059 -2.72309 1.57164 0.24 -0.10 0.46 -0.49
C -1.80027 -2.73017 1.07393 -0.96 -0.01 -0.39 0.43
O -2.78262 -3.08909 1.66472 0.15 -0.11 0.29 -0.62
H 2.23774 -2.16884 1.53912 0.05 -0.06 0.17 0.59
S 3.91163 -0.86758 -0.41244 -0.70 0.06 -0.07 1.47
O 4.55987 -1.54016 0.67853 -0.19 0.08 0.18 -0.71
O 4.46431 -1.00371 -1.72766 -0.14 0.20 -0.13 -0.79
N 3.69796 0.77816 -0.09194 0.07 -0.97 -0.32 0.21
C 4.57484 1.68421 -0.82089 0.32 0.28 -0.61 -0.72
H 3.96973 2.50593 -1.21480 0.08 -0.06 -0.01 0.28
H 5.00633 1.13672 -1.65751 0.01 0.24 -0.04 0.41
C 5.63337 2.19485 0.17950 -0.04 0.01 0.05 -0.50
H 6.64357 1.98257 -0.16316 0.03 0.06 -0.02 0.30
H 5.53478 3.27235 0.31321 0.05 0.01 -0.03 0.30
C 5.30838 1.45868 1.48383 -0.08 0.02 0.03 -0.78
H 5.87488 0.52995 1.55047 0.01 0.02 0.06 0.26
H 5.50029 2.06133 2.36902 0.04 -0.02 0.05 0.46
C 3.82914 1.11197 1.31530 0.05 0.01 0.62 -0.97
H 3.19094 1.97537 1.52821 -0.02 -0.06 0.02 0.48
H 3.51619 0.26451 1.92092 -0.08 0.14 0.17 0.47
H 1.97433 -0.60956 -2.41678 -0.03 0.08 -0.18 0.51
H -0.49357 -1.08140 -2.51632 -0.07 0.05 -0.10 0.51
H -3.74192 -2.68401 -0.57206 0.14 0.03 -0.05 0.55
H -2.68693 -2.72920 -2.01151 -0.10 0.12 0.14 0.40
```
Positions in Å, forces in eV/Å.

Computed properties:
E   -1984.75443 a.u.
Total charge   0
SMILES   O=C(Cn1c(=O)oc2cc(S(=O)(=O)N3CCCC3)ccc21)N1CCN(c2ccccc2F)CC1
Orbital gap   8.8 eV
E_HOMO   -8.2 eV
E_LUMO   0.0237 hartree
Relative energy (zero: lowest compared OMol25 entry of this formula, charge and spin)   28.2 kJ/mol



> Which formula does entry 2 have?

C23H25FN4O5S